Entry 1:
DFT (ωB97M-V/def2-TZVPD) results for 6 unconnected molecules or ions with the total composition C42H92N4O6 at a distorted geometry.

Each line ends with the Löwdin charge.
Atoms and positions in Å:
C -0.178 -4.487 5.400  -0.0621
C -0.772 -4.288 4.018  -0.4698
C 0.144 -3.616 2.918  -0.0343
O -1.355 -5.538 3.613  -0.0540
H 0.165 -5.521 5.403  0.0793
H -0.974 -4.671 6.122  0.0825
H 0.626 -3.756 5.490  0.0824
H -1.649 -3.668 4.203  0.1196
H 0.999 -4.197 2.571  0.0788
H 0.569 -2.652 3.198  0.0465
H -0.517 -3.376 2.085  0.0603
H -2.137 -5.315 3.103  0.0820
C -0.110 -0.278 -0.102  -0.0632
C -0.415 0.172 1.298  -0.4258
C 0.934 0.397 2.079  -0.0258
O -1.120 1.426 1.237  -0.0724
H -0.905 -0.877 -0.545  0.0723
H 0.806 -0.768 -0.433  0.0848
H 0.030 0.616 -0.710  0.0452
H -1.123 -0.500 1.783  0.1362
H 1.244 -0.625 2.299  0.0639
H 0.916 1.079 2.929  0.0699
H 1.719 0.895 1.510  0.0586
H -0.589 2.101 0.808  0.0513
C -3.229 -1.306 7.191  -0.0204
C -1.923 -0.566 7.501  -0.4642
C -1.547 0.089 6.140  -0.1784
C -0.615 1.285 6.057  -0.1593
C -1.278 2.274 7.073  -0.1275
C -1.432 1.810 8.562  -0.4733
N -2.154 0.534 8.443  -0.1524
O -2.438 0.059 9.708  -0.0121
C -0.073 1.729 9.305  -0.0159
C -2.448 2.780 9.297  -0.0190
C -0.720 -1.485 7.857  -0.0180
H -3.840 -1.304 8.093  0.0729
H -2.935 -2.333 6.973  0.0821
H -3.971 -0.796 6.578  0.0839
H -1.069 -0.648 5.496  0.1057
H -2.425 0.325 5.538  0.1070
H -0.661 1.705 5.052  0.1027
H 0.379 0.977 6.382  0.1010
H -2.277 2.461 6.681  0.1109
H -0.745 3.224 7.040  0.1098
H 0.587 1.058 8.755  0.0689
H 0.283 2.758 9.264  0.0751
H -0.065 1.591 10.386  0.0824
H -3.283 2.758 8.597  0.0759
H -2.765 2.521 10.307  0.0788
H -2.039 3.789 9.249  0.0791
H -0.746 -1.964 8.836  0.0881
H 0.256 -1.072 7.605  0.0739
H -0.629 -2.329 7.173  0.0445
H -3.323 0.413 9.824  0.0971
C -3.879 3.820 -2.684  -0.0160
C -2.595 4.558 -3.087  -0.4168
C -1.818 4.926 -1.726  -0.0932
C -0.824 3.823 -1.370  -0.1723
C 0.047 3.243 -2.516  -0.1152
C -0.811 2.772 -3.746  -0.3885
N -1.715 3.897 -4.125  0.1331
O -2.323 3.787 -5.408  0.1099
C 0.272 2.461 -4.855  -0.0111
C -1.524 1.434 -3.340  0.0315
C -3.040 5.906 -3.693  -0.0263
H -4.253 3.291 -3.561  0.0969
H -4.684 4.434 -2.280  0.1085
H -3.826 3.028 -1.937  0.0891
H -1.335 5.890 -1.881  0.1158
H -2.508 5.209 -0.931  0.1341
H -1.348 2.924 -1.047  0.0935
H -0.172 4.277 -0.623  0.1270
H 0.704 2.498 -2.066  0.1129
H 0.596 4.132 -2.827  0.1174
H -0.259 2.140 -5.752  0.0809
H 0.849 3.292 -5.258  0.0814
H 0.947 1.642 -4.607  0.0845
H -2.387 1.716 -2.737  0.0684
H -1.944 0.823 -4.138  0.0988
H -0.846 0.761 -2.816  0.0884
H -3.741 6.380 -3.006  0.1073
H -3.692 5.616 -4.518  0.0839
H -2.237 6.503 -4.125  0.1010
H -2.006 4.551 -5.895  0.1432
C -0.771 -3.513 -2.903  -0.0400
C -1.905 -4.489 -3.219  -0.5003
C -2.760 -3.855 -4.358  -0.1660
C -2.098 -3.780 -5.640  -0.2374
C -1.634 -5.113 -6.128  -0.1253
C -0.898 -5.983 -5.077  -0.4616
N -1.475 -5.830 -3.684  -0.0865
O -0.680 -6.485 -2.702  -0.0204
C -0.941 -7.436 -5.609  -0.0456
C 0.603 -5.601 -5.090  -0.0409
C -2.805 -4.748 -2.000  -0.0300
H -0.069 -4.015 -2.237  0.0871
H -1.210 -2.617 -2.465  0.0662
H -0.038 -3.157 -3.628  0.0611
H -3.612 -4.511 -4.538  0.1288
H -3.150 -2.954 -3.884  0.1183
H -1.309 -3.028 -5.645  0.1111
H -2.785 -3.347 -6.367  0.1201
H -0.896 -4.754 -6.846  0.1210
H -2.434 -5.754 -6.498  0.1230
H -0.350 -8.169 -5.059  0.0804
H -1.982 -7.759 -5.583  0.0799
H -0.640 -7.573 -6.647  0.0868
H 1.213 -6.266 -4.478  0.0798
H 0.978 -5.719 -6.106  0.0840
H 0.766 -4.596 -4.699  0.0587
H -3.280 -3.818 -1.691  0.0792
H -2.208 -5.188 -1.201  0.0787
H -3.615 -5.441 -2.229  0.0891
H -1.230 -7.195 -2.363  0.1047
C 5.882 2.425 -4.125  -0.0110
C 4.525 2.846 -3.565  -0.4844
C 3.577 1.605 -3.558  -0.1446
C 4.112 0.456 -2.697  -0.1759
C 4.177 0.929 -1.284  -0.1400
C 4.966 2.304 -1.053  -0.4454
N 4.557 3.304 -2.164  -0.0953
O 5.219 4.540 -1.973  -0.0107
C 4.552 2.645 0.360  -0.0713
C 6.461 2.046 -0.905  -0.0575
C 3.778 3.915 -4.429  -0.0369
H 6.639 2.831 -3.455  0.0798
H 6.187 1.385 -4.235  0.0821
H 5.923 2.844 -5.131  0.0821
H 2.634 1.946 -3.130  0.0809
H 3.370 1.423 -4.612  0.1149
H 3.362 -0.332 -2.752  0.1081
H 5.060 0.016 -3.007  0.1103
H 4.737 0.255 -0.636  0.1187
H 3.190 1.081 -0.849  0.0960
H 5.158 3.472 0.731  0.0854
H 4.586 1.819 1.070  0.0930
H 3.540 3.050 0.371  0.0741
H 7.104 2.924 -0.850  0.0938
H 6.898 1.476 -1.725  0.0678
H 6.736 1.242 -0.222  0.0913
H 2.778 4.292 -4.217  0.0627
H 4.428 4.687 -4.843  0.0817
H 3.762 3.503 -5.438  0.0739
H 4.490 5.138 -1.794  0.0986

As for the net charge: +1. The calculation puts the highest occupied orbital energy (spin up / spin down) at -0.340 / -0.340 Eh. Its HOMO-LUMO gap (spin up / spin down) is 6.449 / 2.049 eV. The energy above the lowest of the compared OMol25 structures with the same formula, charge and spin comes out at 62.4 kJ/mol. As for the maximum force: 0.0655 Eh/bohr. The calculation puts the energy at -63273.8191 eV. The spin multiplicity is 2. As for the expectation value of S²: 0.755. As for the LUMO energy (spin up / spin down): -2.8055 / -7.2051 eV.

Entry 2:
DFT (ωB97M-V/def2-TZVPD) results for a molecular structure, C42H94N4O16Pt2 at a distorted geometry.

Each line ends with the Löwdin charge.
Atoms and positions in Å:
Pt 0.093 2.200 -3.228  1.2924
Pt -2.662 -1.870 2.665  1.1640
C -1.348 -1.430 -1.413  0.0229
C -0.403 -0.419 -1.919  -0.3071
C 0.510 0.393 -0.894  -0.3131
O 1.032 1.339 -1.467  -0.1560
C 0.514 -0.057 0.505  -0.0099
C -0.384 -0.972 0.855  -0.3950
C -1.404 -1.687 -0.078  -0.3688
O -2.257 -2.591 0.318  -0.1241
O -0.490 -1.205 2.130  -0.2042
O -0.318 -0.013 -3.098  -0.1594
H -1.975 -2.024 -2.061  0.0889
H 1.234 0.354 1.198  0.1018
C 0.025 0.385 -8.654  -0.1448
O 0.641 -0.326 -7.665  -0.1420
C 0.424 0.226 -6.413  -0.2241
C 1.705 0.981 -5.929  -0.0951
N 1.805 1.302 -4.437  -0.1307
C 3.159 1.767 -4.085  -0.1744
C 4.225 0.688 -3.891  -0.1627
O 4.215 -0.473 -4.759  -0.2273
C 5.358 -1.283 -4.559  -0.0924
H 0.761 0.556 -9.439  0.0890
H -0.385 1.362 -8.398  0.0928
H -0.720 -0.123 -9.267  0.0884
H 0.092 -0.593 -5.775  0.1108
H -0.476 0.840 -6.457  0.0938
H 1.822 1.952 -6.410  0.1217
H 2.547 0.337 -6.182  0.1148
H 1.746 0.387 -4.013  0.0800
H 3.148 2.433 -3.223  0.0950
H 3.387 2.490 -4.868  0.1161
H 4.176 0.359 -2.853  0.1170
H 5.215 1.134 -3.992  0.1285
H 6.064 -0.836 -5.259  0.0960
H 5.198 -2.334 -4.799  0.0967
H 5.813 -1.228 -3.570  0.0962
C 1.510 5.213 -3.565  -0.0535
O 0.820 4.197 -2.830  -0.3392
C -0.100 4.893 -1.978  -0.1915
C -0.820 3.879 -1.059  -0.1474
N -1.482 2.841 -1.876  -0.1423
C -2.578 3.483 -2.576  -0.1832
C -3.294 2.335 -3.323  -0.1469
O -2.310 1.585 -4.154  -0.2683
C -2.983 0.595 -4.975  -0.0741
H 0.886 5.759 -4.272  0.1028
H 2.445 4.819 -3.964  0.0964
H 1.845 5.952 -2.837  0.0978
H -0.723 5.542 -2.593  0.1203
H 0.365 5.627 -1.320  0.1347
H -1.594 4.389 -0.485  0.1282
H -0.164 3.532 -0.261  0.1159
H -1.939 2.205 -1.237  0.1386
H -2.272 4.255 -3.281  0.1243
H -3.326 3.915 -1.911  0.1346
H -4.134 2.717 -3.904  0.1245
H -3.739 1.624 -2.626  0.1202
H -3.537 -0.142 -4.395  0.0762
H -2.236 -0.040 -5.451  0.0720
H -3.610 0.986 -5.776  0.0937
C 0.882 4.986 9.891  -0.0943
O -0.262 5.130 9.045  -0.1998
C -0.001 5.143 7.643  -0.2354
C -1.286 5.143 6.771  -0.1333
N -1.993 3.770 6.616  -0.0616
C -1.148 2.636 6.337  -0.2545
C -0.314 2.700 5.095  -0.2514
O -1.134 2.523 3.959  -0.1517
C -0.320 2.459 2.738  -0.0806
H 1.245 4.004 9.587  0.0761
H 0.688 4.990 10.963  0.0914
H 1.735 5.605 9.612  0.0824
H 0.691 4.348 7.365  0.0992
H 0.569 6.045 7.418  0.1160
H -1.155 5.619 5.799  0.1051
H -2.017 5.722 7.335  0.1095
H -2.485 3.644 7.490  0.0928
H -1.874 1.824 6.321  0.1233
H -0.534 2.470 7.222  0.1083
H 0.338 1.879 5.392  0.1231
H 0.317 3.589 5.080  0.1197
H 0.489 1.729 2.763  0.0634
H 0.184 3.372 2.421  0.0792
H -0.977 1.966 2.021  0.0766
C -5.650 -2.147 2.005  -0.0032
O -4.512 -2.927 2.561  -0.3878
C -4.769 -4.147 3.290  -0.1522
C -3.638 -4.479 4.305  -0.1145
N -2.356 -3.910 3.730  -0.1403
C -1.324 -3.644 4.712  -0.1853
C -0.723 -4.963 5.305  -0.1940
O -1.232 -5.305 6.579  -0.1834
C -1.325 -6.710 6.739  -0.1109
H -5.638 -1.179 2.505  0.0891
H -6.564 -2.722 2.149  0.1005
H -5.434 -2.063 0.940  0.0722
H -4.725 -4.907 2.509  0.1330
H -5.691 -4.241 3.864  0.1329
H -3.452 -5.431 4.801  0.1263
H -3.902 -3.949 5.221  0.1232
H -1.968 -4.526 3.030  0.1324
H -1.638 -2.825 5.358  0.1286
H -0.512 -3.171 4.160  0.1049
H 0.358 -4.861 5.405  0.1265
H -0.865 -5.809 4.633  0.1172
H -0.925 -6.762 7.752  0.0915
H -0.602 -7.330 6.209  0.0929
H -2.336 -7.117 6.755  0.0870
C 3.801 -1.569 0.748  -0.0282
C 4.630 -2.907 0.621  -0.4484
C 4.599 -3.857 1.847  -0.0481
O 4.117 -3.638 -0.466  -0.0794
H 4.110 -0.950 1.590  0.0739
H 2.715 -1.544 0.653  0.0575
H 3.999 -1.067 -0.199  0.0562
H 5.669 -2.736 0.341  0.1244
H 5.029 -4.851 1.720  0.0761
H 3.574 -3.948 2.206  0.0708
H 5.138 -3.260 2.582  0.0692
H 3.633 -3.098 -1.095  0.0157
C -6.704 -3.340 -1.824  -0.0710
C -5.231 -3.297 -1.982  -0.5370
C -4.689 -1.868 -2.094  -0.0437
O -4.568 -4.136 -1.102  -0.0228
H -7.074 -2.754 -0.983  0.0678
H -7.164 -4.318 -1.680  0.0892
H -7.175 -2.791 -2.640  0.0828
H -5.129 -3.802 -2.942  0.1346
H -3.735 -1.956 -2.615  0.0515
H -4.514 -1.279 -1.194  0.0779
H -5.446 -1.394 -2.718  0.0792
H -3.722 -3.722 -0.917  0.0517
C 5.069 4.210 -0.307  -0.0419
C 4.061 3.067 -0.074  -0.4836
C 3.620 3.056 1.340  -0.0668
O 2.946 3.337 -0.886  -0.0812
H 4.672 5.201 -0.085  0.0818
H 5.526 4.236 -1.296  0.0730
H 5.896 4.198 0.403  0.0748
H 4.421 2.083 -0.374  0.1351
H 3.088 2.176 1.702  0.0645
H 2.882 3.806 1.622  0.0826
H 4.470 3.142 2.018  0.0846
H 2.252 2.674 -0.860  0.0323
C 1.630 -4.292 -2.165  -0.0371
C 2.486 -3.429 -3.102  -0.4999
C 1.737 -3.069 -4.371  -0.0335
O 2.839 -2.242 -2.516  -0.0425
H 1.817 -4.222 -1.093  0.0725
H 1.624 -5.380 -2.242  0.0828
H 0.564 -4.113 -2.303  0.0694
H 3.339 -4.078 -3.296  0.1386
H 2.433 -2.495 -4.983  0.0723
H 0.811 -2.522 -4.194  0.0767
H 1.451 -3.948 -4.949  0.0908
H 3.181 -1.672 -3.208  0.0546

As for the net charge: +1. The calculation puts the highest occupied orbital energy (spin up / spin down) at -0.273 / -0.350 Eh. Its HOMO-LUMO gap (spin up / spin down) is 5.049 / 5.575 eV. As for the maximum force: 0.1371 Eh/bohr. The calculation puts the energy at -90270.7616 eV. The spin multiplicity is 6. As for the expectation value of S²: 8.786. As for the LUMO energy (spin up / spin down): -2.3778 / -3.9461 eV.